A structure of composition C11H21BiCl2NO. Source: the Open Molecules 2025 dataset; level of theory: wB97M-V/def2-TZVPD.

Atoms and positions in Å:
C (3.1764, 1.4512, -0.4463)
Cl (-0.5347, 2.0396, -0.9975)
C (-3.7530, -1.1770, 3.3872)
H (-2.1313, -0.1962, 4.9966)
H (-2.4647, 2.4243, -3.2813)
C (-2.8462, -1.2820, 0.7034)
H (-0.7282, -0.9904, 4.2088)
C (2.0109, -0.6731, -1.0930)
C (2.5793, 0.1157, 0.0436)
C (-2.1737, 1.4173, -3.5994)
H (-3.1709, -2.3120, 0.9052)
N (-2.4369, -0.6894, 3.0203)
C (-1.5508, -0.2715, 4.0756)
H (1.8024, 0.3002, 0.8001)
H (3.7447, 1.9248, 0.3595)
H (3.3714, -0.4654, 0.5486)
O (-0.6972, -0.5578, 1.6020)
C (4.0665, 1.2289, -1.6612)
H (-4.5327, -0.7222, 2.7611)
H (1.8843, -1.1051, -3.1367)
H (2.3497, 2.1294, -0.6951)
H (-2.3355, -1.2496, -0.2606)
C (-1.8937, -0.8193, 1.7697)
H (1.3085, -1.4609, -0.7963)
H (-3.7297, -0.6311, 0.6680)
C (2.2937, -0.4566, -2.3481)
H (-3.8314, -2.2704, 3.2742)
H (4.0737, 0.0432, -3.4668)
C (3.3278, 0.5444, -2.8284)
H (-2.8463, 0.7849, -4.1956)
H (4.4967, 2.1816, -1.9912)
Bi (-0.2921, 0.6744, -3.0580)
Cl (-1.2612, -1.6052, -2.6926)
H (2.8591, 1.3141, -3.4668)
H (-1.1059, 0.7022, 3.8310)
H (-3.9317, -0.9190, 4.4345)
H (4.9027, 0.5776, -1.3746)

Its HOMO-LUMO gap (spin up / spin down) is 5.26 / 5.26 eV. The highest occupied orbital energy (spin up / spin down) is -2.47 / -2.47 eV. As for the charge: -1. The value obtained for the energy relative to the best compared isomer or geometry (same formula, charge and spin) is 0.0 kcal/mol.

Here are the Mulliken charges for atoms 1 to 2, given in e: -0.644 -0.580